(1)
{
  "formula": "C18H24KO5P2",
  "method": "ωB97M-V/def2-TZVPD",
  "homo_lumo_gap_ev": 6.5,
  "total_energy_ha": -2359.2188,
  "charge": -1,
  "multiplicity": 1,
  "elements": ["K", "O", "C", "O", "C", "C", "C", "C", "C", "O", "C", "C", "O", "O", "H", "H", "H", "H", "H", "H", "H", "H", "C", "P", "C", "C", "C", "C", "C", "C", "C", "P", "C", "C", "H", "H", "H", "H", "H", "H", "H", "H", "H", "H", "H", "H", "H", "H", "H", "H"],
  "coordinates": [[-1.30961, 1.09275, -1.83182], [-0.11614, 3.90746, -3.96520], [-0.45731, 3.55449, -2.82179], [-1.57512, 3.12674, -2.45245], [0.70556, 3.56689, -1.76817], [1.73391, 2.54899, -2.27828], [3.02583, 2.59271, -1.43045], [2.60475, 1.76006, -0.19512], [1.10579, 1.60589, -0.47272], [1.12060, 1.31177, -1.87549], [0.41548, 2.98162, -0.35783], [-1.06287, 3.00981, 0.13381], [-1.47798, 4.08262, 0.56491], [-1.70530, 1.90009, 0.17946], [1.10260, 4.57964, -1.72936], [1.87085, 2.58664, -3.35431], [3.86963, 2.14887, -1.95960], [3.28338, 3.61863, -1.16670], [3.07016, 0.77268, -0.20449], [2.82165, 2.23780, 0.76027], [0.63265, 0.79611, 0.07668], [0.93456, 3.58327, 0.39045], [-0.48660, 0.93013, 2.62184], [-1.09237, -0.07507, 1.19358], [-2.81300, -0.35339, 1.79810], [-0.34226, -1.71634, 1.68490], [0.36173, -2.03476, 2.84905], [1.07516, -3.21888, 2.95526], [1.09121, -4.12130, 1.90074], [0.41586, -3.81960, 0.72824], [-0.27338, -2.61586, 0.60006], [-1.08706, -2.08460, -0.96266], [-0.10611, -3.02943, -2.22300], [-2.55900, -3.21453, -0.93771], [-0.78929, 0.48642, 3.57199], [-0.90404, 1.93188, 2.54627], [0.60319, 1.00221, 2.58512], [-2.81219, -0.76192, 2.80954], [-3.34568, -1.03387, 1.13298], [-3.30897, 0.61681, 1.77649], [0.36227, -1.35376, 3.69128], [1.63156, -3.43856, 3.85962], [1.64008, -5.05160, 1.98850], [0.44915, -4.52759, -0.09175], [-0.13933, -4.11279, -2.08981], [0.92777, -2.68407, -2.19155], [-0.51998, -2.78091, -3.20132], [-2.28332, -4.21378, -0.59484], [-2.95106, -3.27310, -1.95473], [-3.33738, -2.81730, -0.28797]],
  "forces_ev_per_angstrom": [[-0.7421, -3.9180, -1.5092], [0.0511, 0.0531, 0.0938], [0.2091, 0.4734, -0.2648], [-0.2223, 2.4015, -0.7447], [-0.2415, -0.0800, -0.2848], [0.3504, 0.4473, 0.0031], [-0.0997, -0.0653, -0.0127], [-0.0608, -0.0019, -0.0980], [0.4869, 0.1207, 0.6247], [0.7211, -0.0600, -0.2076], [-0.1379, 0.0559, -0.0490], [-0.3245, 0.3585, 0.6400], [0.2449, 0.1508, -0.0388], [-0.3576, 1.4223, 1.5054], [0.0375, 0.0002, -0.0110], [-0.0461, -0.0613, 0.0002], [0.0040, -0.0046, 0.0170], [0.0251, 0.0140, -0.0530], [0.0398, 0.0265, 0.0131], [-0.0351, 0.0470, -0.0058], [0.0387, 0.0344, -0.2060], [0.0365, -0.0111, -0.0123], [-0.0202, -0.0552, -0.1644], [0.1569, -0.6636, 1.3028], [0.0442, 0.1186, -0.1330], [0.1714, -0.0010, -0.2759], [-0.1172, -0.0819, 0.0207], [0.0202, -0.0246, 0.0103], [0.0114, -0.0547, 0.0129], [-0.0346, -0.0096, 0.0232], [-0.0085, 0.1040, 0.1931], [-0.0411, -0.8907, -0.5311], [-0.0660, 0.0824, 0.1682], [0.1078, 0.0823, 0.0013], [0.0486, 0.0364, 0.0513], [-0.0444, 0.0155, -0.0162], [-0.0063, -0.0076, 0.0501], [-0.0587, 0.0008, 0.0182], [-0.0301, -0.0040, 0.0231], [-0.0375, -0.0171, -0.0030], [-0.0153, 0.0487, -0.0274], [-0.0368, 0.0019, 0.0109], [0.0049, 0.0128, -0.0173], [0.0098, 0.0321, -0.0066], [0.0270, 0.0061, -0.0298], [0.0133, -0.0360, -0.0482], [0.0361, -0.0398, -0.0272], [-0.0313, -0.0223, -0.0392], [-0.0669, -0.0213, 0.0234], [-0.0141, -0.0154, 0.0105]]
}



(2)
{
  "formula": "C15H32EuN7O6P",
  "method": "ωB97M-V/def2-TZVPD",
  "homo_lumo_gap_ev": [6.3, 4.6],
  "total_energy_ha": -2476.7200,
  "multiplicity": 8,
  "elements": ["O", "H", "Eu", "N", "N", "N", "N", "O", "O", "O", "O", "C", "C", "C", "C", "C", "H", "H", "H", "C", "H", "H", "H", "C", "C", "H", "H", "H", "H", "H", "H", "H", "H", "C", "H", "H", "H", "O", "H", "H", "C", "N", "C", "N", "C", "N", "C", "P", "C", "C", "H", "H", "H", "H", "H", "H", "H", "H", "H", "H", "H", "H"],
  "coordinates": [[-0.52311, -0.65589, -4.50917], [-0.34957, -0.43521, -5.43540], [-0.78167, 0.35560, -2.32183], [-0.82400, 2.26621, -0.41800], [0.90402, 2.04299, -2.25417], [-2.12483, -0.79016, -0.32541], [-1.43958, -2.04734, -2.34102], [-1.79631, 2.26972, 0.45696], [-2.51209, -0.11886, 0.77979], [-1.38409, -2.63902, -3.46374], [1.62610, 0.96927, -2.36907], [1.24292, 2.93569, -1.24813], [0.22507, 3.11223, -0.24898], [-2.48542, -2.09166, -0.28516], [-2.06994, -2.79892, -1.42512], [0.33606, 4.03708, 0.92105], [0.96111, 3.58247, 1.71588], [-0.67949, 4.24973, 1.30309], [0.81826, 4.96400, 0.57888], [2.54685, 3.66708, -1.24656], [2.82113, 3.88181, -2.29893], [3.33874, 3.03242, -0.78955], [2.48115, 4.61918, -0.67506], [-3.17253, -2.71775, 0.86804], [-2.32843, -4.25626, -1.58491], [-3.63269, -1.94506, 1.48963], [-2.45455, -3.28764, 1.47364], [-3.93609, -3.42066, 0.52448], [-1.86070, -4.70741, -2.46201], [-3.39530, -4.52990, -1.63689], [-1.95127, -4.81979, -0.72027], [-2.24336, 0.89717, 0.62988], [-1.30517, -1.37390, -4.20343], [-2.53208, 1.39408, -3.08360], [-1.91828, 2.32132, -3.06136], [-3.29813, 0.84781, -2.53557], [-2.63280, 1.11289, -4.19599], [-4.47135, 3.03231, -0.25740], [-5.03337, 2.25015, -0.10566], [-3.51767, 2.79901, -0.07582], [3.69205, -1.69242, 1.98874], [3.56549, -0.27031, 1.59419], [3.01971, 0.52656, 2.71671], [1.72747, -0.01872, 3.19132], [1.89915, -1.44516, 3.57388], [2.41626, -2.22399, 2.44954], [1.46061, -2.39450, 1.39236], [0.98955, -0.70522, 0.60055], [2.76825, -0.11159, 0.37799], [0.65417, 0.17650, 2.22913], [4.42437, -1.73191, 2.80647], [4.04745, -2.25716, 1.11617], [2.88615, 1.57833, 2.39715], [3.74249, 0.46227, 3.54670], [0.91946, -1.83209, 3.88991], [2.62581, -1.47466, 4.40258], [1.85047, -3.01273, 0.57168], [0.51702, -2.83962, 1.74219], [2.73557, 0.94373, 0.04663], [3.20593, -0.70566, -0.44299], [-0.28981, -0.22256, 2.63198], [0.49484, 1.24611, 2.01398]],
  "forces_ev_per_angstrom": [[-0.9974, 0.9595, 0.9293], [-0.4887, -0.3920, 0.4036], [5.0258, -1.6491, 3.1461], [-0.0006, -0.8024, -1.0517], [-1.3500, -0.1534, -1.1454], [-1.5239, -2.1539, 0.2303], [-2.0220, -1.8003, 2.3198], [-0.2542, 0.3743, 0.6417], [0.1506, 1.2523, 0.5582], [0.2984, -0.0422, -3.1558], [0.0881, -1.0317, 0.0758], [-1.2486, 1.3993, 2.6906], [1.4402, -1.0400, -1.5740], [1.2853, 3.7253, 0.6939], [1.3761, 0.5129, -1.3559], [-0.1743, 0.1427, -0.0770], [-0.3954, 0.3046, -0.2740], [0.6198, -0.0946, -0.0429], [-0.1839, -0.1871, 0.3553], [0.1050, 0.1036, -0.2061], [0.1021, -0.0412, 0.5873], [-0.2730, 0.4314, -0.3394], [0.1098, -0.6721, -0.4088], [-0.2574, 0.0872, 0.2963], [-0.2794, -0.8918, -0.0965], [0.1132, -0.2482, -0.0755], [-0.1124, 0.1265, -0.0585], [0.0930, 0.0562, 0.0307], [0.0127, 0.4708, 0.0395], [0.1796, 0.3553, -0.0606], [-0.0029, 0.2924, 0.0295], [-0.1271, -0.7591, 0.1122], [2.1186, -0.9975, -1.4134], [-2.9761, 1.4330, -5.0240], [-0.8592, -0.2860, 1.1498], [0.2011, 0.8326, 0.9066], [0.2298, 0.2294, 1.6330], [0.4557, -0.4449, -0.1035], [0.7635, 0.4589, 0.0552], [-1.1098, -0.0613, 0.0605], [-0.5185, 1.1414, -0.0410], [0.5037, 0.3514, 0.0462], [-0.3379, -0.9675, -0.3158], [0.3866, 0.2412, 0.7280], [0.1732, 1.0330, -0.8071], [0.3609, -1.1280, 0.8189], [-0.7980, 1.0226, -1.0268], [0.3711, -0.0860, -0.1686], [-0.4835, -0.1530, 0.0279], [-0.1766, -0.2553, -0.5059], [-0.1687, -0.1675, -0.1788], [-0.0536, 0.0402, 0.3096], [0.0832, -0.5210, 0.1633], [-0.2584, 0.1514, -0.2375], [0.3566, -0.0057, -0.0327], [-0.3018, -0.1197, -0.2606], [0.0324, -0.0181, 0.3392], [0.3563, -0.0462, 0.0984], [0.1163, -0.4919, 0.2048], [-0.0607, 0.3008, 0.2505], [0.2113, 0.1904, -0.0691], [0.0742, -0.3118, 0.1747]]
}



(3)
{
  "formula": "C18H26N3O4PbS4",
  "method": "ωB97M-V/def2-TZVPD",
  "homo_lumo_gap_ev": 6.9,
  "total_energy_ha": -2952.0886,
  "charge": 1,
  "multiplicity": 1,
  "elements": ["Pb", "N", "C", "S", "N", "N", "C", "C", "C", "C", "C", "C", "C", "O", "H", "H", "H", "H", "H", "H", "H", "C", "C", "S", "C", "C", "S", "C", "C", "S", "H", "H", "H", "H", "H", "H", "H", "H", "H", "H", "H", "H", "C", "C", "C", "O", "C", "O", "O", "H", "H", "H", "H", "H", "H", "H"],
  "coordinates": [[0.57955, 0.67494, -0.11403], [-0.83914, 3.33434, 3.71040], [-0.54180, 2.17827, 3.10301], [0.91311, 2.17816, 2.19810], [-1.42751, 1.21266, 3.31065], [-1.32516, -0.01395, 2.97147], [-2.21689, -0.96554, 3.17330], [-1.69620, -2.19686, 2.70788], [-2.12561, -3.52723, 2.68554], [-1.27705, -4.46537, 2.13376], [-0.03653, -4.11226, 1.59109], [0.41779, -2.80572, 1.60950], [-0.42318, -1.87681, 2.19265], [-0.17720, -0.55275, 2.35932], [-0.16466, 4.08205, 3.68648], [-1.58595, 3.36442, 4.38443], [-3.15807, -0.74342, 3.63086], [-3.07801, -3.80314, 3.10929], [-1.56709, -5.50270, 2.12989], [0.59026, -4.87993, 1.16539], [1.37075, -2.51055, 1.19914], [-2.51839, -1.05816, -1.51133], [-3.27798, 0.18438, -1.08831], [-2.42659, 1.26178, 0.13401], [-2.54434, 2.90773, -0.65828], [-1.91237, 3.03333, -2.02927], [-0.11220, 2.57356, -2.04755], [-0.03770, 1.48021, -3.51366], [-0.97554, 0.29071, -3.58650], [-0.81390, -0.89160, -2.17965], [-3.10266, -1.58615, -2.26518], [-2.37834, -1.72752, -0.66286], [-4.20170, -0.13972, -0.60758], [-3.53614, 0.81331, -1.93590], [-2.04367, 3.56864, 0.04934], [-3.60325, 3.17005, -0.69964], [-1.95680, 4.07916, -2.33247], [-2.43013, 2.43912, -2.77815], [1.00360, 1.15774, -3.50274], [-0.20447, 2.11515, -4.38402], [-0.72028, -0.28654, -4.47737], [-2.02434, 0.57449, -3.65330], [3.92801, -1.34101, -1.56278], [3.87304, -0.21434, -0.53326], [5.19688, -0.05056, 0.19757], [2.82550, -0.55036, 0.41169], [3.53800, 1.08814, -1.34041], [4.43496, 1.68601, -1.88194], [2.28873, 1.38300, -1.42937], [4.15155, -2.29007, -1.08243], [4.70456, -1.11488, -2.28558], [2.97165, -1.42164, -2.07664], [5.53871, -1.00067, 0.60743], [5.09903, 0.67958, 1.00230], [5.93804, 0.32201, -0.50447], [3.09715, -0.20349, 1.27019]],
  "forces_ev_per_angstrom": [[0.6150, -0.4456, -0.0028], [-0.2429, 0.1237, 0.2003], [0.4638, -0.3369, -0.2683], [0.3940, 0.5130, 0.2390], [-0.5329, 1.6950, 0.8155], [0.0466, -1.8519, -0.3959], [0.3938, 0.0867, -0.1822], [0.8559, -0.0306, -0.4072], [0.0716, 0.1310, -0.0021], [-0.1604, 0.0307, 0.0861], [-0.0232, 0.2087, 0.0805], [0.1475, 0.2036, -0.0603], [-1.0778, -0.4915, 0.3804], [0.0099, 0.2251, 0.2807], [-0.0802, -0.0939, -0.0814], [-0.0528, -0.0023, 0.0138], [-0.1366, 0.2416, 0.1606], [-0.0975, -0.0853, -0.0002], [-0.0821, -0.1314, -0.0339], [0.0539, -0.0571, -0.0576], [0.1645, -0.0196, -0.0282], [0.4586, 0.0618, -0.3175], [0.1805, 0.3659, 0.3867], [-0.4303, -0.0067, -0.3583], [-0.0426, -0.4302, 0.1953], [0.7589, -0.0770, -0.0291], [-1.0509, 0.3333, -0.4787], [0.0780, 0.2525, 0.2580], [-0.0316, -0.5061, 0.3551], [-0.6087, 0.0835, -0.5751], [-0.0577, -0.0865, 0.0875], [-0.0130, -0.1017, 0.0317], [-0.0752, 0.0207, -0.1733], [-0.0796, -0.0447, -0.0826], [-0.0794, 0.0482, 0.0693], [0.0962, 0.1373, 0.0003], [-0.0889, -0.0210, -0.0735], [-0.0181, 0.0261, -0.0086], [0.0242, 0.0556, -0.1008], [0.1041, -0.0386, -0.0618], [-0.1213, 0.1413, -0.0368], [0.0074, 0.0186, -0.0653], [-0.0822, 0.1889, 0.3035], [0.4948, 0.1541, -0.4777], [-0.1733, -0.0987, -0.1409], [0.0994, 0.0435, 0.1023], [0.3996, -0.6054, 0.5282], [0.3152, 0.1061, -0.1881], [-0.8433, 0.1415, 0.0457], [0.0294, -0.0946, 0.0822], [0.0482, 0.0023, -0.1412], [-0.0814, -0.0503, -0.1056], [-0.0419, -0.0408, 0.0525], [0.0548, 0.0762, 0.0568], [0.0176, 0.0377, 0.0381], [0.0226, -0.0058, 0.0849]]
}



It is found that the relative energy (zero: lowest compared OMol25 entry of this formula, charge and spin) values, taken in the order of the records, are 40.0 50.2 12.7 kcal per mole.